[1]
A molecular structure, C17H10IN3O7Ru in a non-equilibrium geometry, computed with ωB97M-V/def2-TZVPD.

```
39
Properties=species:S:1:pos:R:3:forces:R:3:mulliken_charge:R:1
H 2.676 -4.978 0.329 -0.011 -0.073 0.010 0.553
C -1.141 -2.352 1.781 0.008 -0.097 0.260 0.515
C 2.718 -3.902 0.268 -0.073 0.237 0.007 -0.644
O 0.212 0.810 1.304 -0.410 0.574 0.169 -0.541
O -1.263 -2.965 2.766 -0.138 -0.476 0.699 -0.518
C -0.791 -0.625 -3.027 0.128 -0.185 0.028 -0.985
O 0.237 -5.090 -0.737 -0.001 0.103 -0.094 -0.662
H -1.572 -1.227 -3.492 0.123 0.045 0.145 0.506
N -1.161 0.741 -0.515 -0.100 -0.231 -0.323 0.425
H -4.105 5.328 0.960 -0.028 0.066 -0.029 0.398
O -0.353 -3.076 -1.506 -1.277 1.227 -0.695 -0.426
N -1.003 -1.697 0.803 -0.088 0.518 -0.855 -0.538
C -1.550 2.472 0.966 -0.539 0.300 -0.353 0.511
C 2.501 0.276 -0.257 -0.590 0.212 -0.666 0.007
C -0.715 1.279 0.672 0.841 -0.275 0.648 0.204
H -0.884 0.424 -3.292 -0.035 -0.110 0.195 0.402
H 3.181 2.005 0.121 -0.149 -0.299 -0.110 0.386
C -1.561 3.354 2.027 0.078 -0.085 -0.089 -0.388
H 4.633 -1.178 0.920 -0.006 0.039 0.028 0.534
H -0.868 3.246 2.847 0.059 -0.024 0.078 0.509
C 3.801 -3.163 0.717 -0.130 -0.069 -0.072 -0.385
C 2.677 -1.177 0.030 0.221 -0.239 0.216 0.453
I 1.101 -1.293 -3.753 -0.065 0.105 -0.241 0.123
C -2.501 4.381 2.001 0.106 -0.052 0.074 -0.510
C -3.386 4.522 0.941 -0.082 -0.037 -0.081 -0.450
C -2.456 2.604 -0.092 0.262 0.209 0.607 0.011
Ru -0.512 -1.074 -1.009 0.872 -1.136 -0.228 0.548
O -2.838 1.170 -2.021 -0.054 0.258 0.240 -0.629
O 3.371 1.074 0.330 0.547 0.162 0.413 -0.494
C 1.641 -3.214 -0.280 -0.240 -0.437 -0.153 0.576
O 1.636 0.661 -1.013 0.345 0.023 0.199 -0.432
C 0.386 -3.898 -0.871 1.285 -0.496 0.879 -0.079
H -4.056 3.726 -0.959 -0.118 0.025 -0.053 0.493
C -2.227 1.464 -1.018 -0.362 -0.143 -0.691 0.209
H 4.653 -3.664 1.150 0.083 -0.017 0.037 0.448
N 1.646 -1.901 -0.384 -0.324 0.277 -0.053 0.546
C -3.375 3.632 -0.128 0.099 -0.170 -0.053 -0.473
C 3.795 -1.777 0.598 -0.249 0.222 -0.136 -0.608
H -2.547 5.080 2.823 0.011 0.047 0.045 0.406
```
Forces are in eV/Å.

The calculation puts the energy above the lowest of the compared OMol25 structures with the same formula, charge and spin at 6.0 kcal per mole. Its multiplicity is 5. For the HOMO-LUMO gap (spin up / spin down), the calculation gives 8.481 / 6.845 eV. The calculation puts the HOMO energy (spin up / spin down) at -9.122 / -9.248 eV.

---

[2]
2 unconnected molecules or ions with the total composition C4H7F3NO in a non-equilibrium geometry, computed with ωB97M-V/def2-TZVPD.

```
16
Properties=species:S:1:pos:R:3:forces:R:3:mulliken_charge:R:1
C 1.342 -0.486 -0.185 -0.210 -0.103 -0.384 0.043
H 1.479 -2.393 -0.999 0.068 0.134 -0.111 0.372
H 2.394 -0.211 -0.175 0.061 0.037 0.072 0.392
C 1.002 -1.869 -0.154 -0.363 -0.507 0.025 -1.060
N -2.330 -0.046 -0.021 -0.701 -0.124 0.714 0.531
H 0.539 2.704 -0.516 0.010 0.036 -0.094 0.320
H -0.065 -2.074 -0.134 0.053 0.035 -0.032 0.279
O -0.670 0.362 -0.920 2.566 -0.066 -1.768 -0.366
C 0.389 0.595 -0.317 -0.034 0.450 0.526 0.882
H 1.784 1.995 0.536 0.090 0.020 0.061 0.414
H 1.520 -2.360 0.684 0.050 0.119 0.099 0.396
F -2.033 -0.469 1.230 -0.257 -0.146 0.523 -0.138
F -3.005 1.089 0.150 -0.577 0.163 0.237 -0.120
C 0.746 1.937 0.226 -0.214 0.232 -0.011 -1.125
H 0.112 2.158 1.085 0.007 -0.037 0.107 0.315
F -3.202 -0.931 -0.490 -0.549 -0.241 0.034 -0.135
```
Forces are in eV/Å.

The calculation puts the energy above the lowest of the compared OMol25 structures with the same formula, charge and spin at 0.0 kcal per mole. Its total charge is +1. For the HOMO-LUMO gap (spin up / spin down), the calculation gives 7.358 / 7.367 eV. The calculation puts the HOMO energy (spin up / spin down) at -15.051 / -15.057 eV.